(1)
Molecular formula: C51H37BrIrN3O2P2S
Method: DFT, ωB97M-V/def2-TZVPD

Output
total charge	+2
lowest unoccupied orbital energy	-6.605	eV
gap between HOMO and LUMO	5.73	eV
molar mass	1090.01	g mol⁻¹
ΔE to the lowest compared entry with this formula, charge and spin	0.00	kcal per mole

Last column: Mulliken charge in e.
Atoms and positions in Å:
Ir -0.306114 0.453950 0.307283  2.549
Br 1.754417 -2.620419 7.852362  -0.137
S -2.283229 1.441562 0.669962  0.917
P -1.115325 -0.247355 -1.650715  2.652
P 0.476836 2.576703 -0.269639  1.431
O -2.993554 1.205447 1.924486  -0.782
O 1.507136 -0.368477 0.123244  -0.894
N 1.561824 -6.118731 2.892268  -0.519
N 1.553362 -5.722561 1.722701  -0.486
N -0.617514 -1.346269 1.348462  -0.128
C 1.319152 2.315801 2.350209  -0.343
C -2.028756 -4.148453 -0.985335  -0.912
C 3.572974 3.275796 -2.780267  -0.946
C 2.815159 2.880629 -1.689659  -0.860
C 1.564478 -1.656512 0.502151  0.216
C 1.968183 2.712437 3.509202  -1.303
C -1.670408 -1.748589 2.042876  -0.148
C -1.924704 5.884226 -0.086211  -0.902
C 0.842177 -5.547723 5.086066  -0.092
C 2.636153 -2.476277 0.249362  -0.232
C -0.242001 0.334682 -3.101998  0.680
C 1.832237 0.473462 -4.311521  -1.092
C -1.747516 -3.038238 2.577348  -1.382
C -0.873168 5.047216 -0.428067  -0.186
C 2.602479 -3.412025 5.265644  -0.699
C -5.569180 0.823619 -1.582452  -0.888
C 0.447220 -2.191067 1.183252  -0.294
C 2.754449 3.854239 3.496182  -0.659
C -3.372853 0.966736 -0.664633  0.153
C 2.889469 4.598543 2.330225  -0.807
C 0.806344 3.579897 -2.840590  -0.708
C 1.572190 3.976544 -3.924805  -0.831
C 2.568156 -4.176191 4.111534  -0.102
C -5.069761 0.059556 -2.633914  -0.979
C 1.137134 0.850014 -5.453146  -0.935
C 2.605652 -3.820452 0.664016  -0.705
C -0.241559 1.000914 -5.413829  -0.817
C 0.095818 -4.104176 -2.115877  -0.757
C 1.558903 -4.327842 1.387784  0.032
C -3.056430 5.377178 0.544125  -0.859
C -3.161864 4.018748 0.797507  -0.651
C 2.239333 4.205092 1.172901  -0.263
C 0.426942 -3.512859 1.657899  1.661
C -0.935306 0.744782 -4.241228  -0.904
C 2.953035 3.831453 -3.891610  -0.645
C 1.448497 3.055597 1.176900  1.139
C 0.020212 -2.722450 -2.212572  -0.535
C -0.725096 -3.924569 2.358259  -0.716
C 1.723116 -3.691671 6.303287  0.060
C -0.923940 -4.815737 -1.502718  -0.607
C -2.119950 3.190258 0.408035  -0.416
C 1.150414 0.222557 -3.133071  -0.045
C -3.723217 -0.260366 -2.693649  -0.191
C -2.105897 -2.769503 -1.066478  -0.965
C 1.665469 -5.231020 4.011836  0.028
C 1.429211 3.042964 -1.715113  0.403
C -0.957977 3.680559 -0.176381  -0.002
C 0.843688 -4.761342 6.226164  -0.580
C -1.082712 -2.047487 -1.687251  0.793
C -4.723753 1.269775 -0.580174  -0.559
C -2.855867 0.211320 -1.708076  -0.363
H -5.112698 1.818396 0.266692  0.479
H -0.269678 3.703962 -2.869423  0.509
H 0.020616 5.463064 -0.875531  0.453
H 1.861143 2.131932 4.415307  0.521
H -2.473916 -1.034232 2.170001  0.534
H -0.800604 -4.939982 2.724281  0.645
H 3.301375 2.461255 -0.817448  0.569
H 3.548973 4.155861 -4.734581  0.453
H 3.498452 -2.086092 -0.275342  0.586
H -2.830910 -4.705342 -0.519390  0.471
H 1.673609 1.038243 -6.373835  0.461
H -2.008906 0.868476 -4.228641  0.463
H 3.441882 -4.469694 0.436472  0.495
H 2.360464 4.787493 0.268090  0.390
H 3.266866 -3.961800 3.315332  0.538
H 1.091266 4.406874 -4.793173  0.490
H 2.909591 0.378465 -4.337634  0.487
H 0.951102 -4.624618 -2.525227  0.475
H -4.023527 3.610980 1.309016  0.596
H -0.862736 -5.893845 -1.432752  0.464
H 0.201812 -6.417858 5.013729  0.509
H -1.850674 6.944386 -0.287356  0.482
H -0.781171 1.311521 -6.298375  0.473
H -3.854733 6.042666 0.842773  0.457
H -3.357211 -0.900107 -3.486973  0.657
H -2.626985 -3.325608 3.134833  0.539
H 0.709388 1.412776 2.388309  0.337
H 1.693420 -0.056348 -2.236833  0.507
H 3.505308 5.487668 2.323322  0.471
H 0.190425 -4.991453 7.055760  0.462
H -5.739796 -0.307582 -3.399452  0.470
H 4.648646 3.163166 -2.757069  0.485
H -2.966032 -2.257418 -0.651059  0.413
H -6.625355 1.050914 -1.533792  0.461
H 3.265252 4.166579 4.396979  0.427
H 3.314856 -2.604999 5.364856  0.484
H 0.816284 -2.181616 -2.704404  0.402

Forces on the atoms, in the same order (eV/Å):
0.352 0.319 0.035
-0.005 0.020 0.027
-0.048 -0.070 -0.013
0.006 -0.144 -0.087
-0.204 -0.232 0.051
0.011 0.020 0.000
0.041 0.021 -0.054
0.046 -0.089 -0.046
-0.008 0.017 0.040
-0.077 -0.017 -0.050
0.020 0.014 -0.014
-0.013 0.025 0.006
-0.002 -0.007 0.004
-0.001 -0.039 -0.032
-0.123 -0.011 0.050
-0.022 -0.052 -0.009
0.029 -0.022 -0.007
-0.009 -0.032 0.007
-0.025 -0.015 -0.007
-0.021 -0.062 0.007
-0.062 -0.006 -0.024
0.030 0.005 0.032
-0.032 0.040 -0.011
-0.020 0.042 -0.002
-0.031 -0.008 0.031
0.033 -0.028 -0.033
0.100 0.031 -0.050
0.007 0.030 -0.020
0.000 -0.034 -0.013
0.010 -0.004 0.022
-0.001 -0.011 -0.009
-0.004 -0.013 -0.019
0.045 0.010 -0.041
-0.009 0.024 0.023
-0.023 0.025 0.000
0.035 0.036 -0.026
0.024 0.018 0.000
-0.001 0.010 -0.002
-0.025 0.044 -0.021
0.014 -0.031 -0.005
0.005 0.051 -0.011
-0.004 -0.009 0.012
0.011 -0.044 0.004
-0.001 0.038 -0.005
-0.005 -0.015 -0.005
0.034 0.007 -0.022
-0.010 -0.026 0.017
0.026 -0.054 0.005
0.009 -0.008 -0.038
0.007 -0.013 -0.001
0.011 0.046 -0.033
0.021 -0.006 0.002
-0.020 -0.009 -0.007
-0.033 0.004 -0.011
-0.061 0.061 0.074
0.017 0.008 0.019
-0.057 0.065 0.047
0.031 0.009 -0.024
0.108 0.049 0.053
-0.009 0.006 0.002
-0.039 0.037 0.052
-0.004 -0.010 0.006
0.009 -0.004 -0.002
0.009 -0.003 0.011
0.002 -0.001 -0.001
-0.015 0.009 0.008
0.010 -0.003 -0.002
-0.001 -0.009 -0.002
-0.002 -0.001 0.000
-0.007 0.012 -0.005
-0.002 0.002 -0.001
0.000 -0.003 0.000
-0.013 -0.011 0.019
0.002 0.004 -0.002
-0.022 0.003 0.004
-0.013 -0.033 0.017
0.003 0.000 0.000
-0.001 0.002 -0.001
-0.002 0.003 -0.003
-0.001 0.017 0.000
0.002 0.001 0.002
-0.003 0.001 0.017
0.000 0.000 0.006
0.001 0.002 0.002
-0.002 -0.001 -0.006
0.023 0.007 0.004
-0.007 0.012 0.004
-0.031 -0.006 0.034
0.002 0.004 0.013
-0.001 -0.002 0.003
0.001 -0.003 0.003
-0.004 0.003 0.003
-0.002 0.000 0.001
-0.010 0.001 -0.007
-0.001 -0.001 0.001
-0.002 0.000 0.001
0.005 -0.003 0.000
-0.003 -0.010 0.000



(2)
Molecular formula: C51H38O9S
Method: DFT, ωB97M-V/def2-TZVPD

Output
total charge	0
lowest unoccupied orbital energy	-0.966	eV
gap between HOMO and LUMO	7.87	eV
molar mass	826.92	g mol⁻¹
ΔE to the lowest compared entry with this formula, charge and spin	0.00	kcal per mole

Last column: Mulliken charge in e.
Atoms and positions in Å:
S -4.185311 -1.680046 -7.085616  -0.159
O -2.121366 4.918092 2.627964  -0.666
O -1.981298 -1.794241 -4.827423  -0.103
O 4.103744 -0.034344 2.617024  -0.672
O 1.870056 -1.507498 -5.592174  -0.444
O -3.340608 -3.739861 -0.224258  -0.712
O -1.635284 -1.888498 4.509889  -0.682
O 8.368525 2.152289 5.014961  -0.671
O -0.469307 -1.560512 -3.201409  -0.493
O -0.504087 3.443948 -2.267035  -0.698
C -1.212825 -2.104587 2.197675  0.431
C 0.285522 -1.651449 -0.096671  -0.652
C 5.095996 -1.329469 6.462772  -0.551
C 0.922500 -0.915383 -6.039393  -0.058
C 7.032602 2.027264 3.076178  0.316
C -1.806809 -2.660829 -5.981631  0.581
C 5.598955 1.817955 1.148716  -0.552
C 6.606128 0.591067 5.143750  0.372
C -0.908667 -3.828916 -5.642328  -0.089
C -3.201468 -3.041963 -6.439608  -1.193
C -2.042372 1.618573 -0.811739  -0.913
C -0.131880 -0.249597 -5.171013  -0.473
C -2.928970 -3.351534 0.849781  0.602
C 0.151101 6.025264 -1.413156  -0.549
C -5.160966 -4.124166 4.405388  -0.492
C -4.890951 -4.322394 2.023671  -0.544
C -0.033911 -1.374018 2.271731  -1.103
C 5.485252 0.033670 4.525154  0.149
C -0.892370 -2.375369 -0.177989  -0.625
C 7.793314 2.976764 2.405688  -0.598
C -3.704883 -3.602468 2.099531  0.146
C 6.363982 2.760033 0.483114  -0.543
C 6.218365 -0.781719 7.074951  -0.453
C -1.781881 4.592104 1.510610  0.569
C -1.996580 -2.336431 3.441608  0.691
C 5.084524 0.441295 3.149329  0.496
C -3.176928 1.111446 1.247367  -0.537
C 7.420859 1.636513 4.461708  0.516
C -2.779747 0.744343 -0.033612  -0.462
C -5.363095 -1.714915 -4.514000  -1.128
C -0.841753 -1.275056 -4.301908  0.446
C 0.436955 7.293636 -0.938310  -0.492
C -5.616442 -4.582297 3.173538  -0.514
C -0.005861 7.684257 0.320967  -0.486
C -3.252992 -3.134164 3.334329  0.214
C -0.579323 5.139865 -0.630127  0.181
C -2.848712 2.362377 1.743508  -0.810
C -4.755499 -0.822096 -5.597616  -0.168
C 7.459289 3.341707 1.112822  -0.481
C 0.712692 -1.147837 1.127308  -0.601
C 5.928255 1.449230 2.447168  0.237
C -1.329272 -5.019491 -5.221911  -0.925
C 4.729995 -0.923724 5.191023  -0.565
C 6.970221 0.177958 6.419081  -0.623
C -1.015288 5.528647 0.638009  0.165
C -0.727482 6.803682 1.108452  -0.557
C -2.115280 3.247620 0.962559  0.418
C -0.894635 3.786473 -1.169563  0.476
C -3.984405 -3.399305 4.485614  -0.604
C -1.647126 -2.604255 0.965005  0.245
C -1.704646 2.871308 -0.318744  0.254
H -5.232846 -4.675032 1.060539  0.491
H -1.072215 7.093448 2.091283  0.476
H 0.214082 8.678129 0.687717  0.399
H -5.522187 -0.138027 -5.967913  0.452
H -3.739924 0.418687 1.859900  0.488
H 0.779626 -0.835890 -7.131696  0.373
H 0.364141 0.439325 -4.485997  0.355
H 7.841178 0.615173 6.887064  0.474
H 1.632018 -0.579338 1.191365  0.645
H -1.717125 1.333612 -1.802722  0.731
H -3.030510 -0.234587 -0.422345  0.625
H -3.959035 -0.209161 -5.176392  0.111
H 1.004963 7.982291 -1.549771  0.405
H 8.643363 3.420384 2.905036  0.478
H 0.863154 -1.474311 -0.993429  0.509
H 3.860664 -1.343660 4.704427  0.553
H 0.162146 -3.658643 -5.726528  0.252
H -3.622720 -3.032519 5.436163  0.483
H -2.377459 -5.261787 -5.090520  0.258
H -4.628627 -1.994119 -3.758850  0.212
H -3.096535 -3.734943 -7.278044  0.424
H -0.842602 0.279499 -5.806839  0.281
H 8.053510 4.080585 0.591679  0.391
H -3.151229 2.660991 2.737555  0.490
H 6.505181 -1.104610 8.066949  0.394
H -1.329865 -2.065490 -6.772454  0.146
H 6.107902 3.043609 -0.529120  0.415
H 4.743424 1.361785 0.670458  0.503
H -3.731131 -3.573943 -5.648625  0.344
H -1.232678 -2.754140 -1.131276  0.723
H -6.168261 -1.177758 -4.006790  0.377
H -5.726933 -4.333251 5.303584  0.403
H -0.613012 -5.802263 -5.000149  0.291
H 0.487380 5.710812 -2.391322  0.480
H -5.792776 -2.629589 -4.924003  0.327
H 0.288712 -0.984972 3.227558  0.560
H -6.539062 -5.144361 3.112714  0.404
H 4.506733 -2.074926 6.980036  0.410

Forces on the atoms, in the same order (eV/Å):
-0.006 0.025 -0.011
-0.009 0.007 -0.017
0.071 -0.399 0.137
-0.050 -0.007 -0.036
-0.300 0.156 -0.118
-0.008 0.010 0.008
0.002 -0.021 -0.004
-0.001 -0.014 -0.012
-0.153 0.125 -0.166
-0.007 0.006 0.000
-0.068 -0.031 -0.014
0.020 0.037 0.051
0.019 0.015 0.004
0.418 -0.169 0.179
-0.041 -0.055 0.004
0.077 0.170 -0.057
0.005 0.056 -0.080
-0.042 0.006 -0.053
-0.170 -0.371 0.225
0.190 -0.129 -0.092
-0.024 -0.110 -0.029
-0.014 -0.058 -0.122
-0.010 -0.017 -0.106
0.043 0.092 -0.016
0.007 -0.001 -0.025
-0.084 -0.048 0.044
0.060 0.048 -0.027
0.057 0.028 -0.014
0.034 -0.007 -0.088
0.024 0.059 -0.083
0.051 0.014 0.035
0.018 0.005 0.019
-0.015 -0.001 -0.024
-0.027 0.011 0.094
0.035 0.066 0.065
-0.071 -0.028 -0.024
0.036 0.027 -0.029
0.068 0.046 0.050
0.001 -0.111 0.024
-0.043 0.053 0.077
0.079 0.137 0.239
-0.009 -0.005 0.021
0.015 0.014 0.012
-0.001 -0.019 -0.020
-0.001 0.001 -0.063
-0.046 -0.012 0.041
-0.018 -0.092 0.021
-0.205 0.079 0.295
-0.023 -0.017 0.002
0.036 0.018 -0.033
0.032 0.005 0.051
0.156 0.318 -0.194
-0.021 -0.057 0.074
-0.017 -0.047 0.090
0.011 -0.053 -0.046
0.052 0.089 -0.001
0.018 0.023 -0.049
0.038 -0.040 -0.072
-0.087 -0.034 0.051
-0.017 0.040 0.117
0.012 0.054 0.048
0.054 0.019 -0.036
-0.028 -0.060 0.017
0.008 0.004 0.001
0.084 -0.050 -0.141
-0.015 -0.002 -0.002
-0.031 0.048 -0.048
0.028 0.010 -0.092
0.015 0.043 -0.049
0.016 -0.016 0.020
0.040 0.036 -0.009
-0.013 -0.001 0.010
0.000 -0.055 -0.084
0.000 0.007 -0.002
-0.003 -0.037 0.056
-0.018 0.000 -0.018
0.007 0.028 -0.057
-0.074 0.048 -0.011
0.055 0.033 -0.024
0.044 0.024 -0.023
0.056 -0.046 -0.074
-0.036 0.040 0.048
-0.021 -0.016 0.100
0.003 0.002 -0.007
0.023 0.062 -0.002
-0.005 0.000 0.008
-0.085 -0.048 -0.038
-0.002 0.006 -0.004
-0.019 -0.036 0.050
-0.029 0.112 0.014
-0.042 -0.012 0.013
0.081 -0.034 0.023
-0.009 0.002 0.002
-0.072 0.054 0.037
-0.030 -0.059 -0.001
-0.035 0.042 -0.076
-0.041 -0.025 0.034
-0.003 -0.006 0.004
0.000 -0.006 0.003